[1]
The following is a quantum chemistry calculation of 2 unconnected molecules or ions with the total composition C4H10NO2S, from the Open Molecules 2025 dataset.

HOMO-LUMO gap (alpha / beta) ... 8.461 / 7.021 eV
HOMO level (alpha / beta) ... -12.635 / -15.617 eV
Charge ... +1
Electronic energy ... -20718.189 eV
Spin multiplicity ... 3

```
18
Properties=species:S:1:pos:R:3:lowdin_spin:R:1
C 0.60601 -0.53153 -1.18198 0.003
C -2.26116 -0.50230 0.33992 0.001
C 0.09941 1.49508 0.07329 0.005
C -0.79624 -0.69799 0.69258 0.001
N 0.00098 0.03814 -0.22460 0.016
O 3.34757 1.17554 -0.10013 0.786
O 2.63134 -1.11977 -0.04090 0.417
S 3.66795 -0.17305 0.39893 0.764
H 0.71465 -1.62827 -1.38657 0.001
H 1.17928 -0.04104 -1.92627 0.003
H -2.65563 0.43734 0.40990 0.000
H -2.58583 -0.70903 -0.59742 0.000
H -2.98495 -1.01820 0.90855 0.000
H -0.08630 1.52910 1.08670 0.000
H 0.99013 2.01131 -0.44117 0.003
H -0.72537 1.91509 -0.46488 0.000
H -0.66050 -1.79999 0.82414 0.000
H -0.48133 -0.38044 1.62990 0.000
```

=====

[2]
The following is a quantum chemistry calculation of a molecular structure, C4H10NO3, from the Open Molecules 2025 dataset.

HOMO-LUMO gap ... 5.809 eV
HOMO level ... -2.716 eV
Charge ... -1
Electronic energy ... -11938.178 eV
Spin multiplicity ... 1

```
18
Properties=species:S:1:pos:R:3:mulliken_charge:R:1
C 1.05404 -0.37313 1.23469 -1.235
C 0.69956 -0.21293 -0.08050 0.578
N -0.50460 -0.03334 -0.74257 -0.197
C -1.69832 -0.05916 0.11033 -0.440
C -2.90649 0.38224 -0.73690 -0.510
O -4.08243 0.33708 -0.09581 -0.859
O 1.84511 -0.00315 -1.11415 -0.555
H 1.85634 0.26631 1.57615 0.448
H 0.67770 -1.17422 1.85531 0.210
H 1.45210 0.75514 -0.46871 0.313
H -0.41756 0.82472 -1.27757 0.307
H -1.70367 0.63216 0.94837 0.292
H -1.71604 -1.08703 0.49806 0.286
H -2.95977 -0.34289 -1.59766 0.213
H -2.60816 1.35929 -1.22741 0.115
H 3.65113 -0.77494 1.05412 0.345
H 3.28291 -0.07718 -0.21251 0.414
O 4.07816 -0.41901 0.27676 -0.725
```

=====

Energy above the lowest of the compared OMol25 structures with the same formula, charge and spin for every record listed, in sequence, given in kJ/mol: 256.4 696.5.